# 1
A molecular structure, C4H8AgBrO2S at a distorted geometry, computed with ωB97M-V/def2-TZVPD.

Each line ends with the Mulliken charge.
Positions of all 17 atoms, in Å:
Ag1 -31.89 13.11 6.09  0.3236
Br1 -31.20 14.69 7.29  0.1175
C1 -31.16 16.95 8.88  0.0888
C2 -31.59 16.18 10.10  -0.6803
C3 -31.13 16.98 11.36  -0.8256
S1 -29.43 17.69 10.90  1.0739
O1 -28.41 16.64 11.10  -0.5594
O2 -29.32 19.05 11.47  -0.5545
C4 -29.88 17.69 9.07  -0.7075
H1 -32.01 17.58 8.63  0.4277
H2 -30.94 16.24 8.09  -0.1761
H3 -30.99 15.27 10.17  0.4252
H4 -32.64 15.89 10.08  0.4455
H5 -31.08 16.47 12.32  0.4648
H6 -31.76 17.87 11.46  0.3665
H7 -28.95 17.37 8.60  0.4197
H8 -29.85 18.77 8.93  0.3502

Values from the calculation:
2S+1: 2
E_HOMO (spin up / spin down), eV: -13.75 / -13.32
⟨S²⟩: 0.76
Orbital gap (spin up / spin down), eV: 8.332 / 4.416
Total charge: +1
Energy above the lowest of the compared OMol25 structures with the same formula, charge and spin, kcal per mole: 72.8



# 2
C10H20N2O2S in the gas phase at a distorted geometry, computed with ωB97M-V/def2-TZVPD.

Each line ends with the Mulliken charge.
Positions of all 35 atoms, in Å:
C1 -3.76 -1.77 -0.59  -1.1059
C2 -2.79 -2.41 0.43  -0.3951
C3 -1.31 -2.32 -0.08  -0.9507
C4 -0.64 -1.17 0.57  0.9566
N1 -0.14 -1.43 1.73  -0.7554
S1 0.54 -0.06 2.47  1.1037
O1 1.64 -0.44 3.36  -0.6946
O2 -0.46 0.83 3.06  -0.6171
N2 1.35 0.62 1.12  -0.4022
C5 0.49 1.10 0.02  1.4300
C6 0.13 2.58 0.31  -1.7943
C7 1.21 0.89 -1.34  -0.8571
C8 2.61 1.48 -1.41  -0.5798
C9 3.65 0.49 -0.89  -1.1459
C10 -0.81 0.23 -0.04  -1.5143
H1 -3.57 -0.71 -0.62  0.2393
H2 -4.81 -1.97 -0.32  0.3568
H3 -3.58 -2.22 -1.57  0.3048
H4 -3.05 -3.47 0.59  0.3419
H5 -2.98 -1.92 1.40  0.3175
H6 -0.80 -3.22 0.25  0.3922
H7 -1.24 -2.25 -1.19  0.4290
H8 1.92 1.36 1.50  0.4267
H9 1.02 3.16 0.45  0.4603
H10 -0.49 2.65 1.25  0.4336
H11 -0.43 3.05 -0.49  0.3782
H12 1.26 -0.19 -1.48  0.3855
H13 0.58 1.39 -2.11  0.4245
H14 2.63 2.50 -0.97  0.2822
H15 2.80 1.58 -2.50  0.3330
H16 3.51 -0.49 -1.32  0.2886
H17 3.59 0.40 0.18  0.3190
H18 4.67 0.85 -1.18  0.3447
H19 -1.15 0.10 -1.09  0.4662
H20 -1.59 0.78 0.50  0.3976

Values from the calculation:
2S+1: 1
SMILES string: CCCC1=NS(=O)(=O)N[C@@](C)(CCC)C1
E_HOMO, eV: -9.86
Orbital gap, eV: 10.241
Energy above the lowest of the compared OMol25 structures with the same formula, charge and spin, kcal per mole: 37.9



# 3
A molecular structure, C14H25BN6SiSn at a distorted geometry, computed with ωB97M-V/def2-TZVPD.

Each line ends with the Mulliken charge.
Positions of all 48 atoms, in Å:
C1 -1.19 0.05 -2.46  -0.1097
N1 -0.04 0.26 -1.79  -0.1258
N2 0.92 -0.61 -2.24  -0.0699
C2 0.40 -1.21 -3.32  0.0249
C3 -0.91 -0.86 -3.45  -1.2535
B1 2.34 -0.74 -1.67  0.1448
N3 2.87 0.71 -1.39  -0.1425
N4 2.24 1.62 -0.57  0.0863
C4 2.94 2.79 -0.66  0.0285
C5 4.07 2.56 -1.41  -1.1379
C6 3.99 1.26 -1.87  -0.0910
Sn1 -0.21 1.74 -0.16  1.4144
N5 2.35 -1.60 -0.33  0.2223
N6 1.60 -1.07 0.75  -0.0961
C7 1.68 -1.99 1.67  -0.0562
C8 2.54 -3.12 1.32  -0.8657
C9 2.94 -2.77 0.00  0.0384
H1 1.09 -1.83 2.61  0.4725
H2 3.61 -3.28 -0.72  0.4539
H3 2.76 -3.95 1.93  0.4738
H4 3.08 -1.30 -2.47  -0.0547
H5 4.66 0.70 -2.52  0.4567
H6 1.03 -1.85 -3.95  0.4639
H7 4.84 3.29 -1.58  0.4171
H8 -1.63 -1.20 -4.21  0.4125
H9 2.60 3.68 -0.12  0.2863
H10 -2.10 0.57 -2.17  0.6054
H11 1.24 1.92 1.83  0.5143
C10 0.65 2.84 1.49  -1.2577
H12 1.36 3.69 1.19  0.3581
H13 0.03 3.14 0.00  -0.0226
H14 -0.26 3.08 2.10  0.4356
C11 -3.99 -0.35 -0.20  -0.9855
Si1 -3.04 -0.38 1.40  0.0758
C12 -4.22 0.18 2.77  -1.0837
C13 -2.41 -2.09 1.78  -0.9407
C14 -1.61 0.89 1.42  -0.9916
H15 -5.03 -0.63 0.00  0.3861
H16 -3.57 -1.07 -0.92  0.3021
H17 -3.98 0.65 -0.65  0.3161
H18 -5.12 -0.44 2.79  0.3375
H19 -3.75 0.11 3.76  0.3354
H20 -4.53 1.22 2.63  0.3437
H21 -1.74 -2.45 0.99  0.2793
H22 -1.87 -2.11 2.73  0.2943
H23 -3.26 -2.78 1.85  0.3545
H24 -2.20 1.86 1.39  0.4494
H25 -1.17 0.86 2.44  0.5008

Values from the calculation:
2S+1: 1
E_HOMO (spin up / spin down), eV: -15.55 / -15.56
Orbital gap (spin up / spin down), eV: 6.733 / 5.303
Total charge: +2
Energy above the lowest of the compared OMol25 structures with the same formula, charge and spin, kcal per mole: 102.7



# 4
11 unconnected molecules or ions with the total composition C11H45BrO11PS at a distorted geometry, computed with ωB97M-V/def2-TZVPD.

Each line ends with the Mulliken charge.
Positions of all 70 atoms, in Å:
C1 -0.04 -0.96 1.18  -0.6249
S1 -1.48 -1.55 0.28  0.0736
P1 -3.05 -1.50 1.91  0.4588
O1 -4.31 -0.99 1.05  -0.3856
Br1 -3.46 -3.64 1.94  -0.0914
H1 -0.35 -0.17 1.86  0.3054
H2 0.72 -0.63 0.48  0.2511
H3 0.30 -1.81 1.77  0.3680
H4 -1.76 -0.60 -0.65  0.2269
H5 -4.32 -0.03 0.94  0.3634
C2 0.09 2.74 3.31  -0.5714
O2 -0.02 1.95 2.12  -0.4812
H6 -0.58 2.31 4.05  0.2213
H7 1.11 2.72 3.70  0.3218
H8 -0.21 3.78 3.12  0.2431
H9 0.57 2.33 1.46  0.2655
C3 -1.27 -0.04 -3.77  -0.5635
O3 -2.31 -0.15 -2.80  -0.4565
H10 -0.39 0.35 -3.26  0.2089
H11 -1.02 -1.01 -4.20  0.2984
H12 -1.54 0.65 -4.57  0.2775
H13 -3.09 -0.49 -3.24  0.2689
C4 3.53 -1.53 1.03  -0.5138
O4 2.78 -2.31 0.09  -0.5004
H14 3.25 -0.49 0.89  0.2324
H15 3.29 -1.83 2.05  0.3308
H16 4.60 -1.63 0.86  0.2036
H17 3.04 -3.23 0.22  0.2883
C5 6.64 -1.31 -1.20  -0.5944
O5 7.06 -0.87 0.09  -0.5675
H18 5.88 -0.61 -1.54  0.2499
H19 7.46 -1.32 -1.91  0.2972
H20 6.20 -2.31 -1.13  0.2771
H21 7.74 -1.46 0.42  0.2805
C6 -6.50 -2.18 -1.30  -0.5868
O6 -6.95 -2.97 -2.39  -0.4213
H22 -6.75 -1.15 -1.53  0.2310
H23 -7.00 -2.46 -0.37  0.3336
H24 -5.42 -2.26 -1.16  0.1807
H25 -6.75 -3.89 -2.20  0.2655
C7 6.68 2.69 1.22  -0.4502
O7 6.04 1.79 0.33  -0.4989
H26 6.26 3.68 1.03  0.2451
H27 6.48 2.43 2.27  0.2447
H28 7.76 2.72 1.06  0.1656
H29 6.40 0.90 0.49  0.3114
C8 -8.72 -4.37 -4.77  -0.3315
O8 -8.88 -5.28 -5.85  -0.5287
H30 -9.59 -3.72 -4.77  0.2502
H31 -8.68 -4.89 -3.81  0.2235
H32 -7.83 -3.75 -4.88  0.1070
H33 -8.12 -5.86 -5.87  0.2863
C9 11.05 3.50 2.14  -0.5325
O9 10.09 2.45 2.09  -0.4497
H34 10.60 4.36 1.65  0.2096
H35 11.30 3.77 3.16  0.2599
H36 11.96 3.23 1.60  0.2645
H37 10.47 1.68 2.51  0.2677
C10 -7.38 -0.71 -4.59  -0.1803
O10 -8.15 0.46 -4.81  -0.5399
H38 -7.21 -1.17 -5.56  0.2935
H39 -6.40 -0.47 -4.15  0.0758
H40 -7.90 -1.42 -3.94  0.0586
H41 -8.31 0.89 -3.96  0.2836
C11 -0.87 4.50 6.84  -0.5702
O11 0.38 4.43 6.18  -0.4944
H42 -0.98 3.58 7.42  0.2237
H43 -0.92 5.35 7.52  0.2923
H44 -1.70 4.56 6.13  0.2560
H45 0.50 5.24 5.67  0.2924

Values from the calculation:
2S+1: 1
E_HOMO, eV: -11.26
Orbital gap, eV: 7.479
Total charge: +1
Energy above the lowest of the compared OMol25 structures with the same formula, charge and spin, kcal per mole: 0.0